# 1
C20H15BrF5LiNO3S | ωB97M-V/def2-TZVPD

Last column: Mulliken charge in e.
Cartesian coordinates (Å):
1 C 4.59 -0.72 1.31  -1.370
2 C 4.23 -0.88 -0.13  0.697
3 F 3.18 -1.79 -0.23  -0.354
4 C 3.83 0.45 -0.80  -1.949
5 C 2.51 0.35 -1.50  0.923
6 C 2.48 -0.27 -2.75  -0.303
7 C 1.30 -0.44 -3.48  -0.195
8 S 1.38 -1.30 -5.04  -0.232
9 C 0.09 0.02 -2.96  -0.098
10 Br -1.50 -0.31 -3.90  -0.156
11 C 0.09 0.62 -1.68  0.725
12 C 1.29 0.77 -0.96  0.071
13 C 1.18 1.38 0.39  -0.200
14 O 2.00 2.13 0.86  -0.571
15 C -0.05 1.05 1.13  -0.170
16 C -0.04 0.97 2.54  0.119
17 N 1.12 1.07 3.29  -0.483
18 C -1.28 0.76 3.14  0.288
19 F -1.32 0.70 4.48  -0.346
20 C -2.47 0.59 2.44  -0.683
21 C -2.45 0.61 1.05  1.456
22 C -3.70 0.39 0.24  -1.419
23 C -4.48 -0.92 0.45  -0.211
24 O -4.79 -1.21 1.77  -0.591
25 C -3.76 -2.06 -0.26  0.584
26 F -2.45 -2.08 0.01  -0.238
27 F -4.25 -3.25 0.05  -0.257
28 F -3.86 -1.88 -1.60  -0.257
29 C -1.24 0.89 0.41  -0.821
30 C -1.13 1.10 -1.04  0.932
31 O -2.01 1.67 -1.67  -0.958
32 H 4.62 -1.68 1.80  0.380
33 H 5.57 -0.26 1.40  0.368
34 H 3.87 -0.09 1.83  0.238
35 H 5.08 -1.31 -0.66  0.360
36 H 4.57 0.71 -1.54  0.558
37 H 3.84 1.24 -0.07  0.582
38 H 3.40 -0.65 -3.16  0.572
39 H 2.23 -0.46 -5.61  0.195
40 H 1.63 1.93 3.17  0.234
41 H 0.98 0.85 4.26  0.249
42 H -3.39 0.44 2.97  0.836
43 H -4.40 1.20 0.44  0.690
44 H -3.43 0.40 -0.79  -0.085
45 H -5.43 -0.83 -0.08  0.546
46 H -4.03 -1.60 2.22  0.438
47 Li -3.59 1.71 -1.73  0.908

Results
HOMO-LUMO gap = 7.2484 eV
multiplicity = 1
total charge = +1

# 2
C29H46N3O3 | ωB97M-V/def2-TZVPD

Last column: Mulliken charge in e.
Cartesian coordinates (Å):
1 C 1.48 -1.77 2.06  -0.890
2 C 0.38 -1.06 2.39  -0.941
3 C -0.12 0.21 1.72  2.758
4 C -1.26 -0.06 0.72  -1.562
5 O -2.16 -0.99 1.26  -0.234
6 C -3.13 -1.36 0.28  -0.196
7 C -3.89 -2.59 0.73  -1.037
8 O -3.10 -3.74 0.74  -0.361
9 C -2.51 -4.07 1.99  -0.631
10 C -1.01 -4.28 1.86  -0.076
11 O -0.75 -5.63 1.55  -0.433
12 C 0.52 -6.08 2.01  -0.226
13 C 1.66 -5.70 1.04  -0.920
14 C -0.60 1.23 2.75  -1.171
15 N 0.49 2.20 3.10  0.038
16 C 1.77 1.81 2.92  -0.176
17 N 2.69 1.97 3.93  -0.501
18 N 2.12 1.23 1.77  1.120
19 C 3.31 1.86 1.09  0.081
20 C 2.91 2.67 -0.13  -1.563
21 C 4.36 0.78 0.77  -0.846
22 C 4.03 -0.15 -0.40  -0.951
23 C 0.97 0.95 0.90  -2.496
24 H 1.74 -2.10 1.06  0.250
25 H 2.13 -2.10 2.86  0.217
26 H -0.25 -1.45 3.19  0.430
27 H -0.79 -0.46 -0.19  0.278
28 H -1.77 0.87 0.43  0.493
29 H -2.63 -1.56 -0.67  0.248
30 H -3.86 -0.55 0.12  0.378
31 H -4.68 -2.75 -0.01  0.462
32 H -4.38 -2.40 1.69  0.396
33 H -2.92 -5.04 2.31  0.408
34 H -2.72 -3.33 2.76  0.268
35 H -0.54 -3.97 2.79  0.334
36 H -0.68 -3.63 1.04  0.053
37 H 0.72 -5.66 3.00  0.305
38 H 0.45 -7.16 2.08  0.375
39 H 2.36 -5.00 1.49  0.194
40 H 2.21 -6.59 0.77  0.340
41 H 1.22 -5.26 0.15  0.282
42 H -1.40 1.81 2.29  0.395
43 H -1.04 0.77 3.63  0.307
44 H 0.40 2.41 4.09  0.450
45 H 3.32 2.75 3.92  0.213
46 H 2.76 1.26 4.64  0.190
47 H 3.81 2.55 1.77  0.593
48 H 2.16 3.41 0.13  0.414
49 H 2.49 2.08 -0.94  0.347
50 H 3.76 3.23 -0.52  0.411
51 H 4.42 0.15 1.66  0.294
52 H 5.34 1.25 0.65  0.492
53 H 3.78 0.38 -1.32  0.291
54 H 3.24 -0.84 -0.15  0.051
55 H 4.92 -0.73 -0.63  0.438
56 H 1.25 0.31 0.07  1.165
57 H 0.49 1.87 0.56  0.228
58 C -0.68 4.30 -0.76  -0.092
59 C -0.17 5.58 -0.86  -0.527
60 C -0.18 6.23 -2.09  -0.448
61 C -0.70 5.60 -3.20  -0.447
62 C -1.21 4.31 -3.10  -0.505
63 C -1.20 3.66 -1.88  -0.429
64 H -0.68 3.79 0.20  0.472
65 H 0.23 6.08 0.02  0.402
66 H 0.23 7.23 -2.17  0.384
67 H -0.71 6.11 -4.16  0.392
68 H -1.62 3.82 -3.97  0.451
69 H -1.60 2.65 -1.80  0.401
70 C -1.72 -0.24 -3.35  0.433
71 C -0.95 0.52 -4.22  -0.350
72 C -1.33 0.65 -5.55  -0.585
73 C -2.48 0.02 -6.00  -0.463
74 C -3.25 -0.74 -5.13  -0.482
75 C -2.87 -0.87 -3.80  -0.471
76 H -1.41 -0.34 -2.31  0.093
77 H -0.05 1.02 -3.86  0.447
78 H -0.73 1.24 -6.23  0.400
79 H -2.79 0.13 -7.03  0.380
80 H -4.15 -1.22 -5.48  0.379
81 H -3.46 -1.47 -3.12  0.388

Results
HOMO-LUMO gap = 7.7758 eV
multiplicity = 1
total charge = +1

# 3
C3H8NO2 | ωB97M-V/def2-TZVPD

Last column: Mulliken charge in e.
Cartesian coordinates (Å):
1 C 0.15 0.71 -0.08  -0.631
2 C -2.58 0.45 -0.06  0.347
3 C 2.38 -0.05 0.29  -0.749
4 N 1.04 -0.43 -0.02  -0.075
5 O -1.31 0.09 -0.04  -0.267
6 O -3.50 -0.45 0.23  -0.336
7 H 0.44 1.28 -0.93  0.273
8 H -2.94 1.33 -0.62  0.357
9 H 2.57 0.77 -0.39  0.299
10 H 2.45 0.41 1.22  0.389
11 H 2.94 -0.92 0.29  0.353
12 H 0.48 -1.11 0.58  0.380
13 H 1.03 -0.79 -0.92  0.315
14 H -3.16 -1.28 0.47  0.344

Results
HOMO-LUMO gap (alpha / beta) = 7.5644 / 7.5652 eV
multiplicity = 1
total charge = +1

# 4
C3H3NOS2 | ωB97M-V/def2-TZVPD

Last column: Mulliken charge in e.
Cartesian coordinates (Å):
1 C 0.28 1.37 -0.75  0.002
2 C -1.82 0.50 0.07  0.576
3 C 0.96 -1.20 0.51  -0.642
4 N -0.95 1.16 -0.40  -0.302
5 O -2.66 0.06 0.70  -0.322
6 S 1.64 0.51 -0.16  0.019
7 S -0.37 -1.77 -0.55  -0.396
8 H 0.34 2.15 -1.40  0.417
9 H 1.94 -1.62 0.47  0.312
10 H 0.63 -1.16 1.52  0.337

Results
HOMO-LUMO gap (alpha / beta) = 6.1429 / 6.1416 eV
multiplicity = 1

How do the records compare in max |F|? In the order shown, they have 2.50 2.92 4.70 3.55 eV Å⁻¹.